# 1
Computed, not measured: the ion C29H51F7N3O3 with charge +1 at a distorted geometry, with ωB97M-V/def2-TZVPD.

## Properties
E_HOMO (Ha): -0.4411
Strongest force on any atom (eV/Å): 1.8
Gap between HOMO and LUMO (eV): 8.82
LUMO energy (Eh): -0.1170
Net charge: +1

The geometry in XYZ format:
```
93
C29H51F7N3O3 (ωB97M-V/def2-TZVPD)
H 9.10 -5.33 -1.42
F -0.91 -1.12 -5.77
H -5.31 2.18 -0.83
H -4.54 -0.58 4.23
C -6.53 -4.15 -0.10
H -6.94 -0.40 3.97
H -8.29 -1.96 2.80
F 0.68 1.74 -3.19
F -1.13 -0.46 -3.68
C -0.35 -0.38 -4.79
C 6.70 0.54 0.45
N -1.55 2.23 -3.50
H 3.80 4.01 -0.01
N -0.89 2.85 -1.35
H -6.75 -6.22 0.13
H 5.90 -1.94 1.19
C 3.52 2.42 1.44
C 8.40 -3.97 0.14
C -3.23 1.84 -0.53
H 3.91 1.42 1.56
O -5.47 -3.62 -0.43
H -6.10 2.28 1.32
C -5.03 2.11 1.28
F 0.88 -0.84 -4.50
H -6.57 -2.03 4.49
C 7.01 -3.34 0.05
H -3.71 -0.65 1.74
H -6.48 -5.71 -1.54
F 0.12 3.35 -4.57
H 6.77 -3.25 -1.01
H -8.06 -5.49 -0.76
H 8.67 -4.08 1.19
H -3.76 2.26 -2.50
C -7.26 -1.89 2.49
H -0.27 4.24 1.50
H -5.20 1.40 3.26
H -4.56 3.08 1.42
H 4.01 3.03 2.19
H 1.66 1.46 1.95
H -5.40 -0.52 1.35
H 7.47 -5.65 -0.86
C -4.68 1.63 -0.13
C -4.56 1.19 2.41
H 5.03 0.83 -0.79
H -1.77 4.26 -0.11
F -1.23 1.42 -6.13
C 7.11 -0.82 -0.17
C 3.99 2.95 0.09
H -5.73 -3.35 2.02
C -0.26 1.11 -5.26
H 5.97 3.57 -0.61
H 7.61 1.05 0.79
H -3.56 1.44 2.74
H 1.13 2.16 -0.21
H 3.56 2.40 -0.74
C 1.14 2.94 0.54
H 1.81 3.08 2.58
H -2.80 0.87 -0.78
H 6.11 0.32 1.33
H 8.85 -6.09 0.13
H 9.14 -3.30 -0.30
C -6.99 -5.47 -0.62
H 7.64 -1.98 1.56
C -6.81 -3.27 2.08
H -0.54 2.52 1.80
C -4.98 -1.11 3.39
H -0.17 3.47 -1.69
H -7.26 -1.24 1.62
H -4.47 -2.07 3.37
C 2.00 2.47 1.71
N -3.13 2.65 -1.81
H -2.32 2.08 -4.13
C -0.28 3.26 1.06
H 1.55 3.84 0.09
C 5.52 2.77 -0.03
H -4.93 0.59 -0.29
H 5.93 2.87 0.97
O -2.43 2.42 0.45
C -1.85 2.58 -2.24
H 6.55 1.48 -1.45
C -0.24 2.13 -4.08
C -4.67 -0.31 2.12
H -7.18 -4.02 2.77
O -7.39 -3.58 0.79
H 6.48 -0.98 -1.04
C 8.46 -5.34 -0.55
F 0.94 1.25 -5.88
H 8.13 -0.79 -0.53
C -6.46 -1.33 3.66
C -1.38 3.25 -0.01
H 6.31 -4.06 0.47
C 6.90 -2.00 0.77
C 5.94 1.38 -0.55
```

Atom charges from the Mulliken analysis, given in e for atoms 1 to 5: atom 1 (H): 0.303, atom 2 (F): -0.228, atom 3 (H): 0.514, atom 4 (H): 0.463, atom 5 (C): 0.817

# 2
Computed, not measured: a cluster of 7 separate species, C29H52BN6O4 in total at a distorted geometry, with ωB97M-V/def2-TZVPD.

## Properties
E_HOMO (Ha): -0.1647
Strongest force on any atom (eV/Å): 4.2
Gap between HOMO and LUMO (eV): 6.44
LUMO energy (Eh): 0.0718
Net charge: -1

The geometry in XYZ format:
```
92
C29H52BN6O4 (ωB97M-V/def2-TZVPD)
O 6.83 5.67 -2.38
H 4.74 1.34 -0.83
C -3.25 -2.62 -2.93
C -0.84 -4.18 2.59
C -7.59 0.11 -1.39
N -4.21 -4.27 0.38
H -1.64 -2.66 -1.50
C 4.21 4.48 2.12
C -2.50 -4.65 -1.57
C -5.10 -3.68 5.23
H 4.99 0.51 -3.10
C -6.35 -1.00 -3.95
H -5.46 -4.16 6.14
N -5.33 -0.65 -4.37
H 3.33 1.03 -2.86
H -1.31 -3.55 -2.98
C 4.32 0.36 -1.06
B 3.01 4.86 -1.37
C 5.05 2.77 3.72
O 2.18 5.93 -1.99
H -4.02 -2.33 -2.21
H -1.03 -4.56 3.60
C 1.26 3.63 -2.09
N -2.75 -1.82 3.44
C 0.90 5.24 -2.10
C 5.36 5.59 -2.50
H 5.37 3.54 4.41
H -7.48 -2.31 -2.76
H 2.62 -1.36 -2.56
C -6.22 -2.81 4.66
C 0.52 -3.49 2.55
H 0.47 5.38 -3.16
C 0.84 -2.89 1.18
H 3.44 -1.11 -4.10
H 5.04 4.10 -0.76
C -3.22 -2.29 4.37
H 5.03 6.68 -2.68
H 6.91 3.53 -2.80
C 7.35 4.38 -2.17
H 0.07 -2.16 0.91
N 2.14 0.01 0.34
H -4.86 -4.47 4.52
C 3.87 3.27 2.87
H 5.94 1.52 2.18
H 0.18 5.55 -1.27
C -8.35 -0.34 -2.63
C 3.10 0.17 -0.27
H -8.27 -1.77 -4.23
H -5.93 -2.35 3.71
H 4.70 1.92 4.32
C 3.58 -1.10 -3.02
H -8.17 0.88 -0.86
H 0.65 3.04 -2.86
H 3.03 3.50 3.54
C -3.84 -2.88 5.56
C 4.62 5.10 -1.18
H -7.11 -3.42 4.47
N 1.03 -4.71 -0.69
H -9.34 -0.70 -2.33
H -3.70 -3.26 -3.69
H 1.30 -4.21 2.83
C -7.63 -1.45 -3.40
O 2.70 3.71 -2.27
H 1.78 -2.34 1.24
H 4.31 -1.88 -2.76
C -3.46 -4.44 -0.47
H -2.93 -5.32 -2.32
H -2.89 -1.71 -3.42
H 5.07 -0.39 -0.77
H 7.03 1.93 3.52
H 4.84 5.88 -0.34
H 1.21 3.12 -1.06
H -6.62 0.54 -1.64
H 3.54 2.49 2.19
O 8.24 4.12 -1.32
H -4.08 -2.09 6.29
H -6.50 -2.02 5.36
H 0.54 -2.69 3.30
H -3.12 -3.54 6.04
N 4.49 5.42 1.52
H 5.09 4.99 -3.44
H 6.65 3.14 2.29
C 0.95 -3.91 0.13
C -2.09 -3.33 -2.24
H -8.52 0.53 -3.28
H -0.89 -5.02 1.90
C 6.23 2.32 2.87
H -7.43 -0.73 -0.71
H 2.56 4.68 -0.25
H -1.63 -3.48 2.34
H -1.61 -5.14 -1.17
C 4.06 0.27 -2.57
```

Atom charges from the Mulliken analysis, given in e for atoms 1 to 5: atom 1 (O): -0.335, atom 2 (H): -0.058, atom 3 (C): -1.231, atom 4 (C): -0.907, atom 5 (C): -1.164

# 3
Computed, not measured: a cluster of 3 separate species, C29H52Cl2F3N4O7P3 in total at a distorted geometry, with ωB97M-V/def2-TZVPD.

## Properties
SMILES string: C=CCN(c1ccccn1)[C@](CCC(F)=C(F)F)(/C(Cl)=C(/C)Cl)[C@](CCCO)(O[C@@H]([PH2]=N)P(O)O)P(N)O.CCOCC.CCOCC
E_HOMO (Ha): -0.2824
Strongest force on any atom (eV/Å): 3.6
Gap between HOMO and LUMO (eV): 8.07
LUMO energy (Eh): 0.0141

The geometry in XYZ format:
```
100
C29H52Cl2F3N4O7P3 (ωB97M-V/def2-TZVPD)
H -0.14 0.36 -3.60
F -0.58 5.67 -0.43
H 0.54 -0.62 -8.72
C 3.91 2.23 -3.30
C -0.66 0.22 2.77
C -1.55 0.06 -1.88
H -2.62 -2.00 4.96
H -2.05 1.49 1.46
P -3.40 0.45 4.17
H -1.53 2.21 3.01
H 1.41 1.49 -6.68
C 2.68 -2.23 -6.95
C 2.78 3.22 -3.51
H 6.54 4.07 -5.63
N -3.00 1.89 5.05
H -2.38 -3.13 8.11
Cl 2.59 0.40 2.13
H 5.32 2.02 -6.28
H -1.00 -5.08 1.94
H -3.44 1.84 5.98
H -0.87 -3.62 6.23
O -2.24 -2.46 7.41
O 4.43 1.68 -4.50
H 0.95 -4.93 2.03
N -6.06 -1.56 2.81
O -2.62 -1.13 2.32
C -0.23 0.14 -2.52
H 0.72 2.00 0.90
C -1.92 -0.56 3.49
H 1.96 2.75 -4.06
Cl 0.00 1.60 5.37
N -0.21 -0.67 1.73
H 3.10 4.09 -4.08
C -1.62 -1.66 4.54
O -4.17 1.08 2.77
H -1.20 -2.61 4.10
C 4.97 2.61 -5.43
H -2.53 -0.24 0.07
C -0.03 2.52 1.54
H 6.93 2.74 -4.53
H 1.15 -2.35 -5.46
O 1.27 -0.43 -6.05
H 2.52 0.40 -7.48
P -4.90 -2.53 3.34
C -0.95 -2.65 6.78
C 2.77 1.48 4.69
C -0.29 -0.38 0.34
H 3.48 -2.01 -6.24
H 2.68 -3.30 -7.15
C 1.50 0.49 -7.11
C -0.75 3.65 0.71
C 1.34 -1.80 -6.39
H -0.52 0.50 -7.88
H -6.82 -2.17 2.49
C -3.27 -2.36 2.41
C -1.54 -0.21 -0.43
H 2.40 3.57 -2.55
H 1.91 -0.05 -2.15
H -4.75 -2.21 4.74
H -3.93 -4.85 -0.17
H -4.83 -0.94 0.53
H -0.78 -3.03 0.41
C -0.78 -1.39 5.83
F -2.06 3.92 1.08
H 3.53 1.38 -2.72
H 0.52 -2.06 -7.07
H 4.71 2.67 -2.71
H -2.48 0.22 -2.46
O -4.26 -4.42 0.63
H -1.28 -0.55 6.39
C -0.20 -3.20 1.35
H -4.39 2.02 2.93
H 2.92 -1.71 -7.88
H 0.67 -2.11 3.12
H 5.84 4.02 -4.01
H 2.62 2.60 4.74
C 0.46 -1.92 2.03
H 1.51 -1.94 1.58
C -0.06 -4.49 1.82
C -1.17 1.60 2.13
H 4.19 3.27 -5.81
H 3.83 1.27 4.42
H -2.67 -3.28 2.69
C 0.50 0.36 -8.25
C -0.17 4.37 -0.27
H -5.31 -3.90 3.23
C 0.92 -0.10 -1.63
C 6.14 3.41 -4.87
N 0.91 -0.34 -0.32
C 1.78 0.88 3.62
H 0.56 3.07 2.33
C 0.42 0.79 3.79
P -3.73 -2.81 0.59
H -0.17 -2.55 7.58
H 0.31 -1.21 5.67
F 0.81 3.84 -1.05
O -4.93 -1.77 0.02
H -3.28 2.76 4.59
H 2.59 1.01 5.70
H 0.69 1.12 -9.01
```

Atom charges from the Mulliken analysis, given in e for atoms 1 to 5: atom 1 (H): 0.521, atom 2 (F): -0.252, atom 3 (H): 0.295, atom 4 (C): -0.198, atom 5 (C): 1.290

# 4
Computed, not measured: a structure of composition C29H52F5N7O6PbS2SeSiTe at a distorted geometry, with ωB97M-V/def2-TZVPD.

## Properties
E_HOMO (Ha): -0.2822
Strongest force on any atom (eV/Å): 3.4
Gap between HOMO and LUMO (eV): 7.60
LUMO energy (Eh): -0.0030

The geometry in XYZ format:
```
105
C29H52F5N7O6PbS2SeSiTe (ωB97M-V/def2-TZVPD)
C -3.30 2.57 -1.27
N 0.75 -0.02 5.90
O 0.53 -0.68 -3.71
H -2.30 0.11 6.59
H 4.92 -0.18 -0.56
O -1.28 -2.22 -2.73
H -0.01 2.95 2.61
H 1.21 -1.74 -1.31
S 0.97 -2.36 2.42
F -4.33 3.53 1.28
N 2.75 1.22 0.39
C 0.79 -0.38 7.24
N -3.44 2.72 -2.59
H 3.37 -2.49 2.25
H 2.45 -0.78 4.94
C 1.84 -0.96 -3.22
H -2.12 -1.85 -6.16
N -2.98 3.72 -0.73
N -1.31 -0.03 6.61
H 3.68 -1.65 -4.14
F -3.01 3.99 3.15
C 5.61 0.59 -0.21
H -3.91 -0.10 -5.77
F -1.20 5.13 2.34
H -1.93 -4.63 -3.35
H -1.65 -2.67 -0.15
H 2.82 -2.31 -1.84
H 2.69 -1.04 1.45
H -0.76 1.62 -6.79
C -2.41 -2.89 -2.17
C -1.79 0.20 -5.52
C -0.53 -0.38 7.70
C 1.54 -1.00 9.40
N 0.94 3.29 2.58
C 1.91 0.16 5.06
H -2.62 5.68 -1.50
H -3.47 1.66 -0.72
H 5.65 2.74 0.00
H -2.84 -1.46 -0.61
H -1.86 -0.68 9.37
H 1.77 -4.58 2.93
H -3.37 -3.11 -0.24
H -3.25 4.43 -3.89
C 1.81 -2.07 -2.16
C -0.54 0.20 5.51
H 6.53 0.54 -0.79
Te -2.44 3.99 1.30
Se -1.18 0.77 3.90
C -1.35 -1.08 -6.24
O -0.03 -1.94 1.39
H -3.38 1.96 -3.28
C 3.67 2.09 0.36
C 0.22 -0.99 9.85
C -0.75 1.30 -5.75
H -4.54 -3.07 -2.56
H 0.01 -4.52 2.71
H 2.34 -1.24 10.08
N 1.64 1.58 1.11
H 2.56 -2.62 0.65
H 2.40 1.11 -3.38
H 3.44 0.15 -2.29
C -3.18 4.04 -2.89
H 2.58 0.90 5.50
H 0.02 -1.23 10.89
C 2.65 -1.43 -4.43
O -1.80 2.31 1.55
H 0.23 0.93 -5.49
C 4.97 1.97 -0.37
H 2.20 -2.33 -4.86
C 1.84 -0.69 8.08
H 2.66 -0.65 -5.20
C -3.15 0.62 -6.06
C -0.84 -0.69 9.01
C -2.89 4.66 -1.72
Si -0.92 -0.63 -2.96
H -2.96 -4.97 -1.94
H 1.81 0.63 -1.79
C -2.12 -4.38 -2.30
H 2.87 -0.70 7.72
H -1.17 -0.87 -7.30
F -3.08 5.74 0.90
C 1.76 2.78 1.68
H 1.03 4.27 2.80
C 2.42 0.32 -2.63
H 1.07 -4.47 1.28
H 5.85 0.40 0.84
H -0.96 2.16 -5.11
O -1.97 -0.04 -4.11
H -1.23 -4.64 -1.73
H -3.54 -2.76 -4.00
H 1.33 -2.96 -2.58
H -3.45 1.60 -5.69
C 2.57 -2.11 1.61
C -3.67 -2.52 -2.95
F -0.82 4.36 0.18
S 3.27 3.55 1.26
C -2.58 -2.51 -0.70
H 4.80 2.18 -1.43
H -0.43 -1.45 -5.79
Pb -0.61 0.48 0.60
O -1.01 0.25 -1.64
H -3.12 0.67 -7.15
H -3.86 -1.45 -2.86
C 0.96 -4.18 2.32
H 1.57 0.52 4.09
```

Atom charges from the Mulliken analysis, given in e for atoms 1 to 5: atom 1 (C): -0.554, atom 2 (N): 0.599, atom 3 (O): 0.147, atom 4 (H): 0.234, atom 5 (H): 0.096

# 5
Computed, not measured: a structure of composition C29H53AlBO2P2 at a distorted geometry, with ωB97M-V/def2-TZVPD.

## Properties
E_HOMO (alpha / beta) (Ha): -0.3637 / -0.3637
Strongest force on any atom (eV/Å): 3.0
Gap between HOMO and LUMO (alpha / beta) (eV): 5.42 / 5.41
LUMO energy (alpha / beta) (Eh): -0.1644 / -0.1647
Net charge: +1

The geometry in XYZ format:
```
88
C29H53AlBO2P2 (ωB97M-V/def2-TZVPD)
C 0.41 -1.94 -5.45
C 0.36 0.46 -1.34
C 3.37 2.33 2.40
H -0.48 3.62 -4.29
H 3.43 0.12 -4.69
C -1.52 -0.99 2.94
H 0.96 -1.16 4.09
H -3.21 -4.62 1.46
H 1.98 2.12 5.63
H 4.49 0.88 4.75
C -1.29 2.98 -4.65
C -0.63 1.63 -1.05
C 2.47 2.61 4.79
C -4.07 -1.17 2.75
H 0.99 -2.87 -5.52
H -3.00 -3.75 -0.08
H -3.70 1.15 0.45
C 2.73 1.63 3.67
C -1.24 -1.54 -1.83
H -0.54 0.66 3.89
H 5.31 2.94 3.16
H -0.58 -4.92 1.43
H -1.71 -0.22 4.92
H 5.24 2.69 1.40
C 2.84 -0.68 -5.15
H 1.31 1.58 -4.70
H 1.84 3.45 4.47
C -2.68 -1.56 2.43
C -1.72 1.45 -0.04
H 0.43 0.72 -6.00
H -1.34 -2.63 -1.72
H -2.24 3.33 -4.22
H 1.79 3.85 2.34
H 1.55 -2.61 3.21
O 2.90 1.61 1.27
H -1.57 2.10 0.83
C -3.26 -3.62 0.98
C 2.87 3.78 2.22
H -3.28 0.75 -4.77
B 2.03 0.71 1.91
C -0.94 -2.85 1.71
C -2.40 -0.72 -2.16
H 0.91 0.77 -2.26
Al 1.69 -1.14 1.06
H -1.35 3.04 -5.75
H -4.13 -0.16 3.18
H 3.01 0.04 5.11
H -2.25 -0.67 -5.06
H -4.51 -1.85 3.50
H 3.35 4.47 2.93
H 0.03 2.44 -0.70
O 1.50 1.11 3.17
P 1.26 -0.83 -4.22
H 1.16 0.53 -0.57
H -0.60 -2.18 -5.12
C 0.57 0.78 -4.91
C -0.08 -0.94 -1.46
C -1.50 0.13 3.90
H 0.37 -1.48 -6.45
P -1.00 1.26 -4.12
H -0.43 -3.97 -0.03
H -4.72 -1.20 1.88
H 0.85 -3.93 1.17
H -4.29 -3.26 1.07
C -0.35 -1.78 2.52
H -3.33 -1.35 -0.29
H 0.20 -2.75 4.38
C 3.57 0.50 4.28
C -3.27 -0.45 -0.92
C -0.23 -3.95 1.05
H 3.86 -0.30 3.59
C 4.88 2.31 2.37
C -2.30 0.42 -5.14
C 0.65 -2.10 3.60
H -2.19 0.72 -6.19
C -2.33 -2.70 1.66
H 0.73 -1.64 -1.17
H 2.66 -0.44 -6.21
C -2.83 0.72 -0.08
H -1.04 2.02 -2.00
H -3.01 -1.21 -2.92
H -4.30 -0.22 -1.25
H 3.14 4.12 1.22
H 3.41 3.02 5.17
H -2.05 0.27 -2.54
H 5.26 1.29 2.52
H 3.39 -1.62 -5.08
H -2.28 0.86 3.66
```

Atom charges from the Mulliken analysis, given in e for atoms 1 to 5: atom 1 (C): -1.324, atom 2 (C): 1.137, atom 3 (C): 1.725, atom 4 (H): 0.354, atom 5 (H): 0.380

The highest strongest force on any atom belongs to which entry? C29H52BN6O4